The following is a quantum chemistry calculation of a 3-piece molecular cluster, C41H81BrClF2N10O6P2 overall at a distorted geometry, from the Open Molecules 2025 dataset.

## Properties
M, g/mol: 1025.464
Net charge: +1
DFT total energy, Eh: -6525.7065

CARTESIAN COORDINATES (ANGSTROEM)
C -2.46922 0.87790 2.55216
C -3.45588 0.81722 1.84886
C -4.64489 0.91394 0.82530
C -4.25038 2.04943 -0.25511
C -4.36192 1.58254 -1.75889
C -2.96752 1.37949 -2.52059
C -2.00063 2.65238 -2.36856
Cl -0.39051 2.41074 -3.23549
C -2.66782 4.04440 -2.68967
C -1.87027 5.18761 -1.87231
C -2.18936 0.20726 -1.74668
C -2.03561 -1.11618 -2.60462
C -0.72986 -1.16896 -3.51290
C 0.42918 -1.72172 -2.55059
C 1.84784 -1.81591 -3.24470
C 1.81464 -1.97798 -4.82499
C 2.79269 -0.63191 -2.77372
C 2.96039 -0.51334 -1.20660
C 3.22166 -1.87798 -0.46362
C 2.52929 -2.23916 0.74068
C 1.31540 -3.25516 0.77115
C 2.95293 -1.67368 2.16705
N -3.30159 -1.41960 -3.33575
C -4.31588 -1.93794 -2.37145
C -4.25953 -3.55190 -2.46721
C -3.50228 -4.20747 -1.23335
Br -6.04351 -4.37088 -2.64511
C -3.76133 -0.32514 -4.13137
N -4.58421 -0.57551 -5.14557
C -5.08444 -1.93812 -5.49720
C -3.98373 -2.93325 -6.01643
O -4.35428 -4.05124 -6.29667
O -2.63181 -2.62911 -6.20627
N -3.29543 0.97862 -3.89944
N -3.05275 1.82495 -4.94774
C -2.16317 1.39132 -6.01243
O -1.30126 2.13628 -6.35266
F -2.27009 0.21808 -6.72841
C -4.12610 2.66330 -5.40853
O -4.25539 2.79436 -6.59634
F -4.98984 3.37155 -4.61198
H -1.45223 1.11700 2.94898
H -5.59581 1.20838 1.34432
H -4.79120 -0.08298 0.30997
H -3.26349 2.46525 0.07430
H -5.01256 2.87806 -0.09161
H -4.96474 0.61449 -1.76445
H -5.03502 2.33162 -2.28942
H -1.69476 2.69955 -1.27690
H -3.74456 4.14009 -2.38371
H -2.59896 4.34843 -3.77778
H -1.19863 4.75065 -1.07161
H -2.60845 5.84781 -1.31821
H -1.19465 5.78688 -2.55417
H -2.73142 -0.09199 -0.79217
H -1.15560 0.51068 -1.41477
H -1.90399 -1.95632 -1.84949
H -0.94506 -1.92981 -4.32509
H -0.46652 -0.19030 -4.00002
H 0.39228 -1.06864 -1.63301
H 0.10089 -2.75874 -2.20958
H 2.33045 -2.76814 -2.84855
H 1.62974 -0.99642 -5.34489
H 1.06769 -2.77744 -5.09382
H 2.84765 -2.34709 -5.12602
H 2.41830 0.36699 -3.15210
H 3.83827 -0.76350 -3.20256
H 3.84871 0.16346 -0.99153
H 2.06980 -0.00387 -0.72037
H 4.00113 -2.62490 -0.81592
H 1.30149 -3.89412 -0.15925
H 0.36324 -2.64923 0.88005
H 1.35098 -3.92428 1.69446
H 3.43667 -0.65645 2.09582
H 2.01479 -1.57605 2.81007
H 3.62205 -2.42774 2.69110
H -5.36750 -1.61005 -2.60946
H -4.11883 -1.69796 -1.29103
H -3.63614 -3.81172 -3.38109
H -3.94552 -3.93668 -0.23380
H -2.39829 -3.98431 -1.20355
H -3.58782 -5.33276 -1.37096
H -4.92882 0.17058 -5.76565
H -5.84984 -1.84405 -6.33038
H -5.65866 -2.37950 -4.62520
H -2.14927 -3.17329 -5.55251
O 3.76655 2.70549 -1.39482
P 3.57778 4.22295 -1.30866
N 5.26524 4.56016 -1.16219
C 5.86876 5.68032 -0.45914
C 6.01036 4.35412 -2.40633
N 2.84858 4.11389 0.27186
C 3.65437 4.12315 1.48366
C 1.85502 3.04227 0.39720
N 3.25012 5.97486 -1.31876
C 2.29241 6.61522 -0.41454
C 2.87220 6.36682 -2.69578
H 5.77292 6.62599 -1.00688
H 6.93684 5.49653 -0.30819
H 5.46236 5.83230 0.53485
H 5.85296 5.18060 -3.11041
H 5.68957 3.43471 -2.90208
H 7.08254 4.25659 -2.21692
H 4.48140 3.40544 1.44202
H 3.04592 3.89276 2.36337
H 4.04565 5.12027 1.69052
H 2.32536 2.06950 0.57719
H 1.24773 2.96506 -0.50874
H 1.17097 3.24875 1.22677
H 1.30725 6.14107 -0.44484
H 2.16243 7.66950 -0.68214
H 2.65907 6.62789 0.61071
H 1.88419 5.97919 -2.96575
H 3.59457 5.97245 -3.42019
H 2.87304 7.45354 -2.81367
O 1.06576 -3.70379 5.16757
P 0.82594 -4.08382 6.63118
N 0.22049 -2.52575 7.07532
C 0.32474 -1.89404 8.38009
C -1.11518 -2.24762 6.54533
N 2.53390 -4.17830 6.96208
C 3.29547 -3.00716 7.36757
C 3.30350 -4.88428 5.93069
N 0.49187 -4.65935 8.28419
C 1.49724 -5.32075 9.11952
C -0.68516 -5.55679 8.23329
H -0.36709 -2.32325 9.11555
H 0.09573 -0.82668 8.29952
H 1.32329 -1.94041 8.80047
H -1.89177 -2.77034 7.11774
H -1.19555 -2.57671 5.50626
H -1.33398 -1.17608 6.55840
H 3.12516 -2.14786 6.70857
H 4.36834 -3.22022 7.38080
H 3.07190 -2.72741 8.39836
H 3.53228 -4.23587 5.07826
H 2.75513 -5.75268 5.56061
H 4.24788 -5.25205 6.34187
H 1.97031 -6.16642 8.61375
H 1.03871 -5.69795 10.04008
H 2.26232 -4.62084 9.45192
H -0.44583 -6.50351 7.73911
H -1.50376 -5.08669 7.67520
H -1.06924 -5.76503 9.23528